Below is a molecular structure, C5H13N2S at a distorted geometry, with properties calculated with ωB97M-V/def2-TZVPD.

- 2S+1: 1
- Lowest unoccupied orbital energy: 2.79 eV
- Total charge: -1
- ΔE to the lowest compared entry with this formula, charge and spin: 118.95 kcal per mole
- M: 133.24 g mol⁻¹
- Electronic energy: -19207.121 eV
- HOMO-LUMO gap: 5.185 eV

Each line ends with the Löwdin charge.
Element x y z (Å)
C -0.002 0.418 -0.836  -0.367
C 0.138 -0.098 -2.305  -0.835
S -0.222 1.164 -3.528  0.108
C 0.350 1.914 -0.552  -0.170
N -0.339 0.119 3.407  0.015
C -0.559 -0.481 2.258  -0.303
C 0.177 -1.748 1.884  -0.244
N 0.477 -2.365 3.253  -0.061
H -0.968 0.260 -0.486  0.042
H 0.692 -0.183 -0.177  0.071
H -0.258 -1.183 -2.485  0.057
H 1.211 -0.418 -2.430  0.022
H 1.295 2.231 -0.866  0.028
H -0.381 2.591 -1.099  0.053
H 0.357 2.104 0.534  0.046
H -1.069 0.001 1.456  0.074
H 0.561 0.135 2.592  0.162
H 1.085 -1.571 1.343  0.082
H -0.554 -2.418 1.311  0.137
H -0.362 -2.912 3.496  0.047
H 0.371 -1.568 3.951  0.037

Forces on atoms 1 to 3 (eV/Å):
2.6777 0.0084 -0.2811
1.6732 -1.4523 0.1567
-0.5203 -0.1337 -0.4773